[1]
{
  "formula": "C42H46N5O6Pt",
  "method": "ωB97M-V/def2-TZVPD",
  "total_energy_ha": -2472.56080,
  "de_lowest_kj_mol": 108.5,
  "gap_ev": 7.014,
  "multiplicity": 1,
  "charge": -1,
  "homo_energy_ev": -4.5329,
  "symbols": ["H", "H", "H", "C", "H", "C", "H", "H", "O", "C", "C", "H", "C", "H", "O", "H", "H", "C", "C", "H", "C", "H", "O", "H", "C", "C", "C", "C", "H", "N", "C", "C", "O", "N", "C", "H", "H", "H", "H", "H", "C", "C", "C", "H", "H", "H", "H", "C", "C", "H", "C", "C", "N", "H", "H", "H", "H", "C", "H", "H", "H", "C", "H", "C", "C", "O", "H", "H", "O", "N", "C", "C", "C", "H", "H", "C", "H", "H", "N", "C", "H", "C", "C", "C", "H", "Pt", "C", "C", "C", "H", "C", "H", "C", "H", "H", "H", "C", "C", "C", "H"],
  "xyz": [[-1.011, -6.386, 1.093], [-3.100, 3.506, 3.958], [-3.307, 3.461, -4.718], [-4.863, -0.480, -0.502], [4.089, 1.824, 1.732], [-2.042, -1.730, 2.380], [0.268, -6.233, -0.125], [-4.652, 3.922, -0.007], [1.512, -1.152, 2.049], [-6.474, -1.207, 1.626], [3.706, 1.625, 2.721], [1.924, 5.114, 2.994], [-6.962, -1.310, 0.332], [-2.393, 4.778, -0.748], [-3.967, 2.176, 1.800], [-3.725, -4.474, -1.013], [-4.221, -0.198, -1.326], [-3.128, -3.896, -0.304], [2.212, 0.374, 4.150], [-1.243, 2.134, 1.983], [-1.291, 2.045, -2.383], [2.737, 6.683, 1.252], [-2.191, -0.346, -0.118], [-2.591, 1.394, 3.505], [-2.045, -2.639, -2.101], [-0.754, 2.718, 0.006], [2.641, 1.119, 5.240], [-1.603, -2.319, 3.552], [-6.525, -1.006, -1.748], [-1.878, -3.501, -0.936], [-2.283, 4.052, -1.542], [-3.887, 3.969, 3.364], [0.126, 1.656, 0.015], [2.253, -0.144, 1.796], [-1.825, -0.219, 4.670], [-1.746, 0.389, 5.563], [-2.133, -2.315, 1.477], [0.299, 4.687, -1.640], [1.615, -4.496, 1.139], [3.932, 2.689, 5.933], [0.643, 4.050, 1.653], [-2.947, 4.236, -2.745], [-1.953, 2.229, -3.591], [0.492, -4.937, 2.435], [-2.940, -4.505, 0.577], [-1.405, -5.837, -0.546], [-1.112, -2.610, -2.660], [3.600, 2.108, 5.082], [-6.152, -0.938, -0.732], [-1.811, 1.512, -4.392], [-4.689, 4.335, 1.001], [0.154, 3.916, 0.354], [2.523, 0.304, 0.630], [-7.967, -1.674, 0.154], [-3.585, 5.102, -2.879], [0.321, 3.360, 2.422], [-4.397, 5.385, 0.962], [0.636, 4.786, -0.617], [-3.379, 1.852, -0.164], [2.216, 0.926, 6.217], [-2.829, -3.078, -2.721], [-0.734, -3.377, -0.197], [-0.641, 1.192, -2.233], [2.018, 5.913, 1.001], [-5.184, -0.743, 1.854], [1.901, -0.318, -0.328], [-4.859, 3.646, 3.740], [-2.319, -1.624, -1.813], [-2.404, 3.788, 1.474], [0.054, -2.362, -0.347], [-2.288, 0.359, 3.492], [-2.917, 0.133, 0.974], [-0.665, -5.789, 0.246], [0.692, -3.232, 1.972], [0.972, -2.503, 0.064], [-3.018, 1.664, 0.855], [-7.098, -1.488, 2.466], [1.465, -0.402, 4.234], [-0.447, -4.416, 0.660], [0.648, -4.252, 1.599], [-1.350, -3.372, 3.561], [-1.459, 2.943, -1.338], [1.558, 5.037, 1.977], [-3.737, 3.566, 1.907], [-4.814, -0.665, 2.868], [-0.166, -0.312, -0.187], [2.748, 0.636, 2.900], [4.129, 2.355, 3.819], [-1.480, -1.560, 4.708], [1.918, 6.441, -1.075], [-4.359, -0.387, 0.794], [4.873, 3.130, 3.685], [-2.789, 3.319, -3.777], [-1.124, -2.010, 5.627], [-3.707, -3.017, -0.003], [-3.805, 5.051, 3.462], [-1.798, 2.533, 1.131], [-2.384, -0.383, 2.320], [1.557, 5.778, -0.298], [-5.708, 4.258, 1.380]]
}

[2]
{
  "formula": "C42H47AsN5O4PPtS2Si2",
  "method": "ωB97M-V/def2-TZVPD",
  "total_energy_ha": -6274.89716,
  "de_lowest_kj_mol": 43.5,
  "gap_ev": 6.747,
  "multiplicity": 1,
  "charge": 2,
  "homo_energy_ev": -11.7925,
  "symbols": ["C", "H", "H", "H", "C", "H", "H", "H", "C", "O", "Si", "O", "N", "H", "C", "H", "C", "H", "H", "H", "C", "C", "C", "H", "N", "H", "H", "C", "C", "C", "C", "C", "C", "H", "C", "H", "H", "C", "H", "C", "C", "C", "H", "As", "S", "H", "H", "C", "H", "C", "C", "C", "C", "H", "H", "H", "C", "C", "C", "N", "H", "H", "H", "H", "H", "H", "C", "C", "H", "C", "H", "H", "H", "C", "H", "C", "H", "H", "C", "C", "P", "S", "N", "H", "Pt", "H", "C", "C", "Si", "C", "C", "C", "O", "H", "H", "O", "H", "C", "C", "H", "H", "H", "H", "C", "N"],
  "xyz": [[-4.999, -2.631, -2.072], [-4.565, 5.027, -5.075], [6.301, 0.608, 1.159], [2.682, 1.253, -4.028], [4.135, -2.644, 3.758], [2.708, -0.763, -5.444], [-1.575, 2.427, 5.009], [0.717, -2.215, -5.597], [0.654, 0.977, -3.409], [3.576, -1.660, -2.747], [3.870, 0.935, 1.363], [-3.781, 2.412, -1.447], [0.489, -1.690, -0.110], [4.222, 2.268, 3.405], [0.774, -3.814, -1.859], [4.177, -2.788, 0.263], [-2.320, 4.702, 4.122], [-0.040, 0.789, 5.934], [4.355, 2.068, -0.770], [4.276, -3.662, 4.131], [3.590, 1.358, -0.443], [-2.676, 5.882, 3.482], [-1.424, -2.222, 5.317], [-0.982, -4.600, -0.884], [-1.639, -0.778, 3.415], [4.309, -4.255, 1.236], [-1.804, 1.778, -5.480], [-1.371, 5.247, 1.569], [-1.465, 3.813, 3.496], [-4.314, -2.118, -0.980], [1.681, -2.765, -1.876], [3.943, 2.501, 2.376], [-4.041, 4.186, -4.640], [4.699, 3.177, 1.967], [1.810, -0.506, -4.899], [-1.136, -2.680, 0.687], [2.170, -0.880, -0.983], [-2.205, 6.156, 2.208], [-5.317, -2.522, -4.194], [-3.131, -0.627, -2.439], [-0.575, 0.001, 5.420], [-0.265, -3.793, -0.941], [-3.678, -0.716, -4.529], [2.173, -0.395, 2.405], [-2.496, 2.468, -0.437], [2.822, -4.673, -3.311], [-2.700, 4.482, 5.113], [-0.795, 1.474, 3.431], [0.635, 1.870, -2.795], [1.488, -1.713, -0.996], [-3.837, -1.124, -3.537], [-0.986, 4.089, 2.225], [3.616, -3.484, 0.890], [2.863, -3.978, 0.275], [-0.426, -1.403, 7.038], [-1.610, -3.195, 5.748], [2.919, -2.684, -2.731], [-0.451, -1.011, -4.264], [-1.022, 0.171, 4.118], [-1.106, 2.596, 4.132], [-5.737, -3.409, -1.928], [2.991, 3.030, 2.398], [5.708, -0.150, 2.633], [-4.527, -2.485, 0.016], [-3.327, 6.584, 3.984], [5.490, -0.953, 1.068], [1.324, -3.620, 2.945], [0.694, -1.326, -4.980], [-3.020, 3.700, -6.462], [-0.365, -2.727, -0.071], [-2.359, -2.702, 3.446], [3.833, -2.019, 4.600], [1.313, -4.627, 2.522], [-3.374, -1.114, -1.156], [0.401, -3.113, 2.657], [-1.837, -1.945, 4.021], [-0.994, 5.454, 0.575], [2.611, 1.822, -0.584], [1.797, 0.636, -4.104], [-4.247, 3.880, -3.299], [-1.950, 0.674, -2.688], [0.154, 2.970, 1.475], [3.241, -3.774, -3.462], [3.677, 0.490, -1.097], [0.164, -0.102, 1.118], [-2.480, 7.076, 1.711], [5.485, 0.012, 1.577], [-2.706, 2.031, -3.543], [2.850, -2.662, 2.396], [-3.573, 2.801, -2.775], [-0.472, 0.148, -3.491], [-0.776, -1.229, 6.030], [-1.531, 1.279, -1.275], [5.102, -2.292, 3.395], [0.861, -4.654, -2.536], [-2.946, 1.788, 0.730], [-4.919, 4.456, -2.678], [-4.764, -2.134, -3.349], [-2.493, 2.359, -4.879], [1.315, -3.714, 4.033], [-1.319, -1.657, -4.313], [-2.866, -0.690, -0.298], [4.124, -3.750, -3.948], [-3.171, 3.438, -5.425], [-0.305, 1.495, 2.237]]
}

[3]
{
  "formula": "C42H47BaN5O2P3",
  "method": "ωB97M-V/def2-TZVPD",
  "total_energy_ha": -3102.46684,
  "de_lowest_kj_mol": 22.5,
  "gap_ev": 6.736,
  "multiplicity": 1,
  "charge": 1,
  "homo_energy_ev": -8.6129,
  "symbols": ["H", "H", "C", "H", "C", "C", "C", "H", "H", "C", "H", "C", "C", "C", "C", "H", "C", "N", "C", "C", "H", "C", "P", "C", "C", "C", "H", "H", "C", "H", "C", "C", "H", "H", "C", "C", "H", "N", "N", "C", "H", "H", "H", "H", "C", "O", "C", "H", "C", "H", "H", "C", "Ba", "C", "C", "H", "C", "H", "C", "C", "C", "C", "N", "C", "H", "H", "H", "H", "C", "H", "H", "H", "H", "C", "H", "C", "N", "H", "H", "H", "H", "H", "C", "H", "H", "C", "H", "H", "H", "H", "O", "C", "C", "H", "C", "H", "P", "H", "H", "P"],
  "xyz": [[0.211, -5.385, -0.701], [-3.381, -5.026, 1.785], [1.512, -4.548, -2.150], [4.936, 2.163, -3.425], [1.794, -3.413, -2.956], [-3.570, -2.916, 1.443], [1.353, -0.741, -6.306], [3.515, -0.901, 2.591], [-3.056, 1.863, 2.825], [-2.958, -4.150, 1.312], [-4.343, -0.161, -1.327], [1.906, -4.589, 3.074], [1.159, -1.952, 2.496], [-0.094, 0.293, 3.718], [1.695, -4.205, 1.759], [3.177, 3.860, 1.302], [-1.370, -0.182, 4.022], [-1.861, -1.932, 0.097], [-1.272, -3.123, -0.047], [-4.015, 2.678, 0.052], [5.391, 2.857, 1.776], [1.359, -2.368, 3.810], [-2.264, 2.519, 0.622], [0.559, -4.492, -1.195], [-1.618, 4.181, 0.193], [-2.972, -1.833, 0.824], [5.361, 2.851, -1.837], [2.583, -3.438, -3.692], [-3.713, 2.286, -4.166], [-3.046, 3.632, 2.661], [2.685, 1.881, -1.731], [4.704, 2.951, -2.705], [1.896, -3.968, 5.128], [-5.411, 0.503, -2.579], [1.361, -1.714, -5.324], [0.835, -2.418, -2.952], [5.548, 0.470, 2.407], [0.280, -0.227, -3.837], [3.422, 0.781, -1.473], [4.583, 0.914, 2.199], [-1.882, 1.387, 6.975], [0.792, 1.289, -6.781], [-4.533, 1.755, 0.329], [2.213, -5.603, 3.294], [-4.378, 0.242, -2.341], [1.472, 1.938, -1.455], [1.068, -2.425, 0.081], [-4.481, -2.790, 2.012], [0.023, -3.126, -0.858], [4.421, 0.786, -1.558], [-3.208, 3.231, -4.369], [-2.502, 2.714, 2.428], [-0.439, 0.155, -1.175], [3.254, 2.817, 1.583], [2.109, 2.039, 1.672], [-0.663, 4.331, 0.701], [-0.121, 1.571, 5.764], [-3.389, 1.563, -4.916], [-1.384, 1.081, 6.065], [0.826, -1.425, -4.069], [0.810, 0.506, -6.036], [0.525, 1.176, 4.598], [3.310, 2.924, -2.318], [1.328, -2.896, 1.461], [-3.726, 3.905, -1.707], [-1.867, -0.863, 3.336], [1.993, -5.491, -2.384], [1.144, 2.483, 1.448], [2.185, 0.697, 2.042], [-4.790, 2.433, -4.262], [1.514, 1.561, 4.382], [1.847, -4.911, 0.956], [2.997, 0.044, -0.928], [1.734, -3.673, 4.099], [-0.170, 1.665, -4.502], [-4.144, 2.927, -1.453], [-0.152, -2.308, -2.051], [1.223, -1.666, 4.622], [-4.498, 3.487, 0.607], [-4.047, -0.549, -3.016], [-1.307, -5.213, 0.473], [2.713, 3.704, -2.528], [-1.794, -4.257, 0.567], [-2.305, 4.972, 0.500], [4.919, 3.907, -3.172], [0.277, 0.715, -4.774], [-5.198, 2.951, -1.745], [-1.536, 2.733, 2.934], [-1.432, 4.261, -0.879], [1.762, -0.958, -7.284], [1.587, -1.378, -0.290], [3.435, 0.140, 2.304], [4.495, 2.253, 1.842], [0.370, 2.258, 6.440], [-2.007, 0.199, 5.191], [-2.991, -0.188, 5.421], [-3.262, 1.687, -2.497], [1.754, -2.699, -5.526], [-3.388, -0.835, 0.928], [0.616, -0.236, 2.122]]
}

[4]
{
  "formula": "C42H47N11O3S2SeTi",
  "method": "ωB97M-V/def2-TZVPD",
  "total_energy_ha": -6503.68966,
  "de_lowest_kj_mol": 147.7,
  "gap_ev": 6.395,
  "multiplicity": 1,
  "charge": 2,
  "homo_energy_ev": -12.8381,
  "symbols": ["H", "H", "C", "C", "C", "C", "N", "H", "H", "C", "H", "C", "H", "N", "H", "C", "H", "H", "S", "H", "H", "C", "O", "C", "C", "H", "O", "C", "H", "C", "C", "C", "C", "H", "C", "H", "C", "N", "H", "N", "H", "S", "N", "N", "H", "C", "H", "C", "H", "N", "H", "C", "H", "H", "H", "H", "C", "N", "H", "Ti", "O", "C", "C", "C", "H", "C", "H", "H", "C", "H", "H", "H", "H", "H", "N", "C", "C", "H", "H", "H", "H", "H", "C", "H", "H", "C", "C", "N", "H", "C", "C", "C", "C", "C", "C", "H", "N", "H", "C", "H", "Se", "C", "C", "C", "C", "H", "H"],
  "xyz": [[-1.286, 5.808, -3.508], [4.820, 3.232, -4.087], [0.382, 4.048, -6.639], [-0.358, -2.481, 2.558], [0.943, 0.353, -3.189], [-2.657, -3.778, -2.856], [-0.048, 0.413, -5.345], [1.826, 0.306, -2.567], [-4.253, -7.602, -3.501], [-4.774, -0.151, -0.891], [-2.338, -7.133, -0.990], [-1.597, -2.499, 1.725], [0.897, 6.471, -2.688], [-1.912, -1.447, 0.986], [5.624, 5.659, -1.470], [3.655, -1.880, -0.050], [-2.077, 3.388, -3.168], [1.969, 0.311, -5.090], [-0.498, -2.676, -1.692], [-1.370, 4.266, -5.422], [-0.240, -1.514, 3.040], [-2.431, -3.633, 1.798], [0.147, -2.782, -0.386], [2.460, 3.444, -5.540], [-4.046, -2.500, 0.441], [-0.422, -3.244, 3.329], [0.425, -2.427, -2.767], [3.158, -0.812, 1.877], [3.507, 3.216, -5.612], [2.474, -1.423, -0.638], [3.449, 2.838, -2.472], [-1.239, 0.494, -4.744], [-0.846, 6.164, -1.429], [-0.138, 4.280, -7.553], [-0.807, 1.528, 2.278], [-6.625, -1.141, -1.292], [1.019, 0.357, -4.578], [-0.029, 3.544, -3.005], [-4.264, -4.523, 1.167], [-0.241, 0.434, -2.570], [2.247, 3.750, -7.630], [-2.410, 1.110, -0.412], [3.983, -1.573, 1.192], [-0.221, 0.664, 1.461], [5.099, 5.552, -3.878], [-1.612, -4.003, -1.978], [-1.264, 7.170, -1.389], [0.398, 3.725, -4.301], [2.200, -1.722, -1.644], [1.200, 1.204, 3.093], [-5.061, 0.764, -1.392], [1.024, 0.494, 2.004], [-1.456, 3.492, -1.508], [-2.282, 0.640, -2.840], [-2.720, -2.829, -3.365], [1.172, 5.365, -1.326], [-0.315, 4.044, -5.450], [2.134, 3.107, -3.032], [3.919, 5.456, -1.062], [-0.521, -0.317, -0.441], [-1.417, -1.475, -1.560], [-1.345, 3.885, -2.523], [-1.581, 5.402, -2.536], [1.016, 3.128, -2.273], [-5.505, -6.628, -2.742], [-3.136, -1.411, 0.387], [-1.795, 1.937, 2.155], [-0.051, 2.508, 4.014], [1.973, -0.342, 1.307], [3.372, 3.085, -1.406], [-4.548, -7.754, -1.771], [-0.662, -5.329, -0.611], [3.669, 1.766, -2.561], [4.349, -2.512, -0.587], [0.052, 1.846, 3.254], [-3.501, -5.984, -2.374], [0.663, 6.275, -1.643], [1.066, 7.095, -1.056], [3.412, -0.567, 2.898], [4.459, 6.890, -1.920], [-2.217, 0.466, -6.511], [3.389, 5.356, -3.529], [4.608, 5.821, -1.817], [-1.038, 5.687, -0.465], [-2.654, 5.566, -2.419], [-5.660, -1.230, -0.823], [-5.306, -2.384, -0.177], [-2.334, 0.574, -5.517], [-4.422, -4.607, -3.730], [-3.528, -0.237, -0.311], [4.604, 3.626, -3.095], [-2.433, -6.187, -1.503], [4.391, 5.139, -3.159], [-3.602, -4.767, -3.046], [-1.489, -5.195, -1.292], [-3.260, 0.514, -5.129], [1.628, -0.648, 0.041], [-2.110, -4.476, 2.388], [1.775, 3.432, -4.329], [5.483, 3.420, -2.482], [0.876, 2.427, -0.547], [1.743, 3.752, -6.678], [-3.626, -3.653, 1.138], [-1.320, 0.535, -3.332], [-4.515, -7.052, -2.599], [-5.993, -3.211, -0.104], [0.517, -2.686, 1.940]]
}